1.
119
Properties=species:S:1:pos:R:3:forces:R:3 method="wB97M-V/def2-TZVPD" energy_ha=-5473.77505 relative_energy_kj_mol=116.11 lumo_energy_ha="-0.279 / -0.278" multiplicity=1 gap_ev="5.293 / 5.305" charge=+2 homo_energy_ev="-12.880 / -12.880" mol_weight_g_mol=1121.68
Ce 0.177 -2.337 -0.833 -3.3 2.3 -5.5
C 3.302 -0.415 2.726 0.0 -0.1 0.1
C 1.829 -0.440 2.540 -0.3 -0.2 0.5
C 0.970 -0.968 3.453 0.3 0.4 -0.5
C -0.430 -0.957 3.188 0.0 0.4 -0.2
N -0.897 -0.422 2.106 -0.5 -0.1 0.7
N -0.075 0.114 1.179 0.7 -0.6 0.4
B -0.821 1.044 0.230 0.2 0.1 -0.2
N -2.301 1.031 0.539 -1.3 -0.8 -0.2
N -2.719 2.111 1.188 0.6 0.2 0.1
C -3.946 2.206 1.609 -0.4 -0.3 -0.1
C -4.876 1.165 1.360 0.5 0.0 -0.2
C -4.471 0.052 0.678 0.4 0.1 0.0
C -5.374 -1.081 0.360 -0.1 -0.1 0.0
C -3.101 -0.029 0.262 0.1 1.4 0.6
S -2.546 -1.396 -0.564 0.9 -0.9 -0.6
C -4.269 3.454 2.400 0.0 0.3 0.1
C -3.503 4.638 1.802 0.0 -0.1 0.1
C -3.822 3.202 3.849 0.0 0.0 -0.2
C -5.765 3.770 2.369 0.2 -0.1 0.0
N -0.214 2.460 0.211 0.1 0.2 -1.4
N 0.094 3.325 1.130 0.0 0.0 0.9
C 0.713 4.423 0.754 0.0 -0.1 -0.2
C 1.022 4.649 -0.607 -0.3 -0.5 -0.2
C 0.717 3.713 -1.575 0.0 0.0 0.3
C 1.050 3.850 -3.016 -0.1 0.0 -0.1
C 0.077 2.560 -1.090 0.2 0.5 0.6
S -0.469 1.049 -1.739 -0.5 -0.2 -0.1
C 1.096 5.415 1.828 0.0 0.1 0.3
C 0.389 6.751 1.566 0.0 -0.2 0.0
C 2.617 5.612 1.817 -0.1 -0.1 0.0
C 0.687 4.878 3.199 0.0 0.1 -0.2
C 1.296 0.098 1.317 -0.1 0.6 -0.3
S 2.294 0.689 0.118 0.2 0.1 0.1
C -1.425 -1.523 4.171 -0.2 0.0 0.1
C -2.843 -1.355 3.629 0.2 0.0 0.1
C -1.126 -3.013 4.371 0.0 0.2 -0.1
C -1.277 -0.760 5.495 0.0 -0.1 -0.2
H 3.572 -0.692 3.741 0.0 0.0 0.1
H 3.688 0.576 2.487 0.1 -0.1 0.0
H 3.752 -1.119 2.025 0.2 0.1 0.0
H 1.353 -1.401 4.363 0.0 0.0 0.2
H -5.897 1.252 1.692 -0.1 0.0 0.1
H -6.348 -0.955 0.821 -0.1 0.0 0.0
H -4.924 -2.015 0.694 -0.1 -0.1 0.1
H -5.485 -1.165 -0.720 -0.1 0.0 -0.1
H -2.438 4.431 1.773 0.1 0.1 0.0
H -3.678 5.530 2.397 0.0 0.1 0.1
H -3.847 4.825 0.787 0.0 0.1 -0.1
H -2.763 2.963 3.890 0.2 0.0 0.0
H -4.381 2.375 4.282 -0.1 -0.1 0.1
H -4.004 4.091 4.448 0.0 0.1 0.1
H -6.139 3.748 1.347 -0.1 0.1 -0.1
H -5.930 4.768 2.767 0.0 0.0 0.1
H -6.335 3.072 2.976 -0.1 -0.1 0.0
H 1.519 5.565 -0.884 0.1 0.1 -0.1
H 1.740 4.671 -3.185 0.0 0.0 -0.1
H 0.138 4.022 -3.588 0.0 0.1 -0.1
H 1.488 2.921 -3.376 0.1 0.0 -0.1
H 0.690 7.192 0.620 0.1 0.1 -0.1
H 0.639 7.453 2.357 0.0 0.1 0.1
H -0.691 6.619 1.552 -0.2 0.0 0.0
H 2.980 5.991 0.867 0.1 0.1 -0.2
H 3.121 4.671 2.025 0.1 -0.1 0.0
H 2.891 6.324 2.590 0.0 0.1 0.1
H -0.390 4.773 3.269 -0.2 -0.1 0.1
H 1.022 5.555 3.979 0.0 0.1 0.1
H 1.138 3.905 3.367 0.0 -0.1 0.1
H -2.946 -1.892 2.690 -0.1 -0.1 -0.2
H -3.060 -0.305 3.456 -0.1 0.1 0.0
H -3.561 -1.747 4.343 -0.1 -0.1 0.1
H -1.112 -3.524 3.411 -0.1 -0.1 0.0
H -1.901 -3.458 4.989 0.0 -0.1 0.1
H -0.164 -3.166 4.853 0.1 -0.1 0.1
H -1.461 0.302 5.345 0.0 0.1 0.0
H -0.280 -0.878 5.911 0.1 0.0 0.1
H -1.994 -1.130 6.223 -0.1 -0.1 0.1
O 1.362 -4.611 0.403 -0.5 -0.8 -0.7
Cl 1.355 -3.437 1.166 4.1 -3.4 4.8
O 1.924 -3.584 2.428 0.0 0.0 0.4
O 0.007 -2.951 1.260 -2.5 0.4 1.2
O 2.052 -2.428 0.402 1.3 1.2 -0.4
O 1.705 -1.339 -2.239 -1.5 -0.2 0.2
S 3.206 -1.407 -2.356 1.8 -1.1 -1.1
C 3.511 -1.561 -4.144 -0.2 0.4 0.1
C 2.455 -1.810 -4.997 -0.3 0.0 0.3
C 2.690 -1.990 -6.349 0.0 0.0 0.1
C 3.980 -1.909 -6.844 0.0 0.0 0.0
C 5.030 -1.615 -5.988 0.1 -0.1 0.0
C 4.801 -1.438 -4.634 0.0 0.0 0.3
C 3.514 -3.162 -2.013 -0.1 0.1 0.3
C 4.643 -3.566 -1.320 -0.1 0.3 -0.1
C 4.774 -4.900 -0.966 0.0 -0.1 0.0
C 3.768 -5.805 -1.263 0.0 0.0 -0.1
C 2.642 -5.399 -1.963 0.1 0.2 -0.1
C 2.523 -4.074 -2.357 -0.1 0.1 -0.3
H 1.451 -1.846 -4.601 0.1 0.0 0.0
H 1.863 -2.191 -7.011 -0.1 0.0 -0.1
H 4.168 -2.062 -7.897 0.0 0.0 -0.1
H 6.032 -1.525 -6.375 0.1 0.0 0.0
H 5.617 -1.213 -3.966 0.2 0.0 0.1
H 5.405 -2.849 -1.058 0.1 0.1 0.1
H 5.657 -5.231 -0.443 0.1 0.0 0.1
H 3.855 -6.831 -0.947 0.1 -0.1 0.0
H 1.849 -6.096 -2.188 0.0 -0.1 -0.1
H 1.687 -3.774 -2.989 0.2 0.0 0.1
C 0.232 -5.175 -6.310 -0.2 0.1 -0.1
C -0.373 -4.334 -5.239 0.1 0.5 -0.4
C -0.748 -2.997 -5.443 -0.1 0.0 0.6
C -0.903 -2.224 -4.307 0.1 0.4 -0.5
N -0.818 -2.720 -3.072 -0.2 -1.4 0.3
C -0.772 -4.099 -2.994 0.0 1.0 -1.1
S -1.024 -4.767 -1.447 0.4 0.6 0.9
N -0.473 -4.868 -4.037 0.0 -0.4 0.9
H -0.412 -6.023 -6.529 -0.1 -0.1 0.0
H 1.182 -5.572 -5.953 0.0 0.0 0.0
H 0.393 -4.609 -7.224 0.0 0.0 0.0
H -0.829 -2.571 -6.426 0.0 0.1 -0.1
H -1.042 -1.149 -4.371 0.0 0.0 -0.1

2.
18
Properties=species:S:1:pos:R:3:forces:R:3 method="wB97M-V/def2-TZVPD" energy_ha=-1636.91643 relative_energy_kj_mol=0.00 lumo_energy_ha=-0.191 multiplicity=1 gap_ev=8.247 charge=+1 homo_energy_ev=-13.431 mol_weight_g_mol=382.09
N -0.129 0.374 -2.658 -1.2 -0.2 1.7
S -1.354 0.069 -1.552 1.8 -0.4 -1.7
O -0.686 -0.672 -0.347 -0.2 0.7 0.9
O -1.641 1.444 -0.875 -0.3 0.7 0.6
S 1.218 1.026 -2.195 1.3 1.6 -1.9
O 1.278 1.433 -0.745 -0.8 -0.1 0.6
O 1.731 2.030 -3.123 -1.0 -1.6 1.7
C 2.489 -0.338 -2.281 0.0 0.2 -0.5
F 2.334 -1.181 -1.277 -0.1 -0.3 0.5
F 2.346 -0.989 -3.425 -0.1 0.1 0.1
F 3.704 0.188 -2.228 -0.1 0.1 0.1
La -0.464 1.275 1.040 1.0 -0.6 -2.3
O -1.491 0.272 3.068 0.1 -0.3 -0.3
H -1.938 0.779 3.752 -0.2 -0.2 0.3
C -1.822 -1.168 3.160 0.4 -0.1 1.2
H -1.295 -1.685 2.351 -0.8 0.3 -0.3
H -2.908 -1.269 3.271 0.4 -0.2 -0.7
H -1.368 -1.587 4.065 -0.1 0.4 0.0

3.
15
Properties=species:S:1:pos:R:3:forces:R:3 method="wB97M-V/def2-TZVPD" energy_ha=-596.23277 relative_energy_kj_mol=7.91 lumo_energy_ha=-0.427 multiplicity=1 gap_ev=3.326 charge=+2 homo_energy_ev=-14.944 mol_weight_g_mol=228.82
Sn 0.209 4.866 -0.898 0.1 -0.9 0.0
C 0.693 -0.658 1.209 0.3 1.2 -0.3
C 0.903 0.563 0.598 0.5 -0.2 0.3
C 0.212 0.876 -0.568 0.0 -0.5 0.2
C -0.753 -0.008 -1.042 -1.0 0.2 0.0
C -1.006 -1.212 -0.423 -0.1 0.2 -0.8
C -0.246 -1.568 0.687 0.5 -0.1 1.5
O -0.512 -2.706 1.306 -0.3 -0.2 -0.6
O 0.482 2.020 -1.292 0.1 0.8 0.1
H 1.287 -0.807 2.101 -0.2 -0.6 0.0
H 1.674 1.198 1.017 -0.1 0.2 -0.1
H -1.414 0.396 -1.805 0.0 -0.5 -0.3
H -1.763 -1.905 -0.762 -0.1 0.1 -0.1
H 0.037 -2.907 2.076 0.1 0.2 0.0
H 0.197 1.854 -2.205 0.0 0.1 0.0